1.
One molecule with the formula C4H6O at a distorted geometry, computed with wB97M-V/def2-TZVPD.

```
! wB97M-V def2-TZVPD RIJCOSX def2/J DEFGRID3
* xyz 0 1
C -0.24124 -0.49748 2.35335
C 0.06079 -0.71920 0.99928
O -0.46759 0.01121 -0.02828
C 0.26649 0.19292 -1.15538
C -0.18223 0.95846 -2.16869
H 0.10805 -1.31561 2.99841
H -1.00453 0.14189 2.67885
H 0.91910 -1.34932 0.70554
H 1.29155 -0.16124 -1.27048
H -1.20581 1.32836 -1.98870
H 0.45543 1.41002 -3.12389
*
```

Its total energy is -231.153226 a.u. As for the maximum force: 0.0980 Eh/bohr. Its SMILES is C=COC=C. For the energy above the lowest of the compared OMol25 structures with the same formula, charge and spin, the calculation gives 1.918 eV. The calculation puts the HOMO-LUMO gap at 9.8 eV.

=====

2.
One molecule with the formula C4H6O at a distorted geometry, computed with wB97M-V/def2-TZVPD.

```
! wB97M-V def2-TZVPD RIJCOSX def2/J DEFGRID3
* xyz 0 1
C -1.34541 -1.08381 1.70656
C -0.28536 -0.59958 0.98373
C -0.37746 0.16735 -0.27010
C 0.93015 0.65677 -0.66155
O 1.17766 0.87551 -1.90280
H -1.09601 -1.72195 2.63136
H -2.44605 -0.86712 1.51400
H 0.75790 -0.85137 1.35770
H -0.77231 -0.43490 -1.04379
H -1.07731 1.04186 -0.12283
H 1.68095 0.98502 0.33416
*
```

Its total energy is -231.169067 a.u. As for the maximum force: 0.1137 Eh/bohr. Its SMILES is C=CCC=O. For the energy above the lowest of the compared OMol25 structures with the same formula, charge and spin, the calculation gives 1.487 eV. The calculation puts the HOMO-LUMO gap at 10.5 eV.

=====

3.
One molecule with the formula C4H6O at a distorted geometry, computed with wB97M-V/def2-TZVPD.

```
! wB97M-V def2-TZVPD RIJCOSX def2/J DEFGRID3
* xyz 0 1
C -1.71208 1.00441 0.51606
C -0.42410 0.73487 0.42926
C 0.08870 -0.40128 -0.45174
C 1.50601 -0.91777 -0.34213
O -0.71162 -0.84270 -1.28588
H -2.42856 0.40677 -0.09376
H -2.09932 1.79415 1.21924
H 0.31078 1.28742 1.05817
H 1.92021 -0.76689 -1.35148
H 1.47676 -1.95921 -0.07783
H 2.07320 -0.33979 0.38009
*
```

Its total energy is -231.216960 a.u. As for the maximum force: 0.0499 Eh/bohr. Its SMILES is C=CC(C)=O. For the energy above the lowest of the compared OMol25 structures with the same formula, charge and spin, the calculation gives 0.184 eV. The calculation puts the HOMO-LUMO gap at 10.1 eV.

=====

4.
One molecule with the formula C4H6O at a distorted geometry, computed with wB97M-V/def2-TZVPD.

```
! wB97M-V def2-TZVPD RIJCOSX def2/J DEFGRID3
* xyz 0 1
C -0.15780 1.55491 0.04137
C -0.13201 0.29656 0.16070
C 1.12211 -0.70295 -0.02826
C -1.25942 -0.52330 0.00610
O -2.45553 -0.18061 -0.02548
H -1.18560 1.83884 -0.11117
H 0.77288 2.18005 -0.08119
H 0.90864 -1.34305 -0.87229
H 2.17730 -0.21967 -0.34961
H 1.18213 -1.22376 1.04221
H -0.97270 -1.67702 0.21762
*
```

Its total energy is -231.157160 a.u. As for the maximum force: 0.1380 Eh/bohr. Its SMILES is C=C(C)C=O. For the energy above the lowest of the compared OMol25 structures with the same formula, charge and spin, the calculation gives 1.811 eV. The calculation puts the HOMO-LUMO gap at 10.0 eV.

=====

5.
A 2-piece molecular cluster, C4H6O overall at a distorted geometry, computed with wB97M-V/def2-TZVPD.

```
! wB97M-V def2-TZVPD RIJCOSX def2/J DEFGRID3
* xyz 0 1
C 0.67847 -0.05996 -0.10668
C 1.62396 -0.79129 0.31060
C -0.09635 1.18177 0.22249
C -0.76954 -0.00938 -0.38557
O -1.79017 -0.63653 0.22757
H 1.83051 -1.84514 -0.01744
H 2.43328 -0.33617 0.82983
H -0.49679 1.38131 1.22040
H 0.07778 2.10248 -0.36819
H -1.52277 0.52292 -1.81137
H -1.96839 -1.51001 -0.12164
*
```

Its total energy is -231.061420 a.u. As for the maximum force: 0.1119 Eh/bohr. For the energy above the lowest of the compared OMol25 structures with the same formula, charge and spin, the calculation gives 4.416 eV. The calculation puts the HOMO-LUMO gap at 9.5 eV.

=====

6.
A 2-piece molecular cluster, C4H6O overall at a distorted geometry, computed with wB97M-V/def2-TZVPD.

```
! wB97M-V def2-TZVPD RIJCOSX def2/J DEFGRID3
* xyz 0 1
C 0.06616 -1.19311 -0.23353
C 1.10770 -0.49405 -0.97880
O 1.76197 0.46949 -0.66393
H 0.87030 -2.05473 -0.19223
H -0.76199 -1.62810 -0.79707
H -0.18194 -0.92797 0.79098
H 1.32284 -0.89886 -1.97482
C -0.64885 1.52266 0.78697
C -1.69660 1.77279 1.31840
H 0.32921 1.47638 0.34640
H -2.63724 1.94694 1.78012
*
```

Its total energy is -231.131515 a.u. As for the maximum force: 0.0634 Eh/bohr. Its SMILES is CC=O.C#C. For the energy above the lowest of the compared OMol25 structures with the same formula, charge and spin, the calculation gives 2.509 eV. The calculation puts the HOMO-LUMO gap at 11.1 eV.